{"formula": "CH3NS", "method": "ωB97M-V with the def2-TZVPD basis set", "de_lowest_kj_mol": 453.9, "total_charge": 0, "e_lumo_ev": [-0.18, -0.93], "energy_ev": -13406.1491, "homo_lumo_gap_ev": [9.935, 6.452], "species": ["C", "N", "S", "H", "H", "H"], "positions_angstrom": [[1.175, 0.084, -0.643], [-0.887, -0.042, 0.870], [0.858, 0.904, -1.965], [1.666, -0.186, 0.220], [-1.074, -1.015, 1.066], [-1.739, 0.255, 0.453]], "forces_ev_per_angstrom": [[-3.0, 1.5, -3.2], [1.5, 0.1, 0.6], [1.0, -1.2, 2.0], [1.3, -0.3, 1.4], [0.1, -0.7, 0.1], [-1.0, 0.6, -0.9]], "nbo_charge": [-0.2864, -0.6974, 0.1795, 0.2022, 0.3002, 0.3018]}

{"formula": "CH4NOPS", "method": "ωB97M-V with the def2-TZVPD basis set", "de_lowest_kj_mol": 144.7, "total_charge": 0, "e_lumo_ev": 0.61, "smiles": "C1OSNP1", "energy_ev": -24760.9955, "homo_lumo_gap_ev": 8.618, "species": ["C", "N", "O", "P", "S", "H", "H", "H", "H"], "positions_angstrom": [[0.066, 1.005, 0.437], [-0.941, -1.294, 0.497], [-1.353, 1.063, 0.253], [0.690, -0.820, 0.107], [-2.183, -0.237, -0.166], [0.572, 1.508, -0.452], [0.308, 1.339, 1.436], [-1.030, -2.194, 0.849], [0.777, -0.422, -1.172]], "forces_ev_per_angstrom": [[1.1, -1.1, -2.1], [0.9, 1.9, -2.1], [0.6, 1.8, 0.9], [-1.6, 1.1, 3.1], [0.9, -2.3, 0.2], [-0.6, 0.3, 1.6], [0.0, 0.4, -0.1], [-1.0, -1.7, 0.6], [-0.4, -0.3, -2.3]], "nbo_charge": [-0.3221, -1.1002, -0.7035, 0.7059, 0.7071, 0.1910, 0.2058, 0.4081, -0.0922]}

{"formula": "C3H6BNO2", "method": "ωB97M-V with the def2-TZVPD basis set", "de_lowest_kj_mol": 296.0, "total_charge": 0, "e_lumo_ev": -0.46, "energy_ev": -9468.8424, "homo_lumo_gap_ev": 8.674, "species": ["B", "C", "C", "C", "N", "O", "O", "H", "H", "H", "H", "H", "H"], "positions_angstrom": [[-0.201, 0.435, -0.110], [1.252, 0.775, -0.347], [0.779, -1.834, 0.131], [-1.128, 1.736, -0.011], [-0.460, -0.905, 0.054], [2.102, 1.521, -0.542], [1.923, -1.104, -0.021], [0.716, -2.274, 1.132], [0.516, -2.648, -0.636], [-1.610, 1.584, 0.966], [-2.070, 1.616, -0.683], [-0.498, 2.532, -0.320], [-1.321, -1.434, 0.388]], "forces_ev_per_angstrom": [[-2.8, -0.2, 0.2], [3.6, -1.7, 0.0], [-0.5, 0.6, -0.6], [-2.2, -3.2, -1.2], [-0.1, -1.5, 1.1], [-0.7, -0.4, 0.1], [-1.8, 1.1, -0.7], [0.0, -0.2, 0.1], [0.9, 0.9, 0.7], [0.6, 1.3, 0.2], [1.8, 0.4, 0.6], [-0.2, 1.4, 0.5], [1.4, 1.6, -0.9]], "nbo_charge": [0.5617, 0.6856, 0.1263, -0.9323, -0.7713, -0.3978, -0.7243, 0.1447, 0.1417, 0.2596, 0.2480, 0.2402, 0.4180]}

{"formula": "C4H7N2S", "method": "ωB97M-V with the def2-TZVPD basis set", "de_lowest_kj_mol": 371.0, "total_charge": 1, "e_lumo_ev": [-3.40, -6.68], "s2": 2.0147, "energy_ev": -18063.3416, "homo_lumo_gap_ev": [7.303, 7.052], "spin_multiplicity": 3, "species": ["C", "C", "C", "C", "N", "N", "S", "H", "H", "H", "H", "H", "H", "H"], "positions_angstrom": [[0.327, -1.273, -0.610], [-0.005, 0.925, 0.979], [1.412, -0.476, -0.683], [-2.204, -0.601, 0.059], [-1.125, -1.321, -0.307], [1.078, 0.891, -0.109], [-1.858, 1.061, 0.515], [0.413, -2.249, -0.892], [0.059, 0.054, 1.610], [-0.091, 1.901, 1.590], [2.282, -0.464, -1.220], [-3.095, -1.095, -0.162], [0.807, 1.412, -0.875], [2.000, 1.235, 0.107]], "forces_ev_per_angstrom": [[-4.2, -0.7, 0.0], [-2.0, 1.8, 0.8], [-4.9, 1.6, 2.9], [2.3, -0.2, 0.1], [4.9, 2.2, -0.3], [0.3, -1.6, 1.0], [1.5, -0.6, -0.8], [1.0, -2.7, -1.2], [0.6, -0.1, 0.2], [1.4, -1.5, -1.0], [2.0, -0.8, -1.1], [-1.8, 0.0, 0.1], [-1.3, 1.9, -2.0], [0.2, 0.8, 1.2]], "nbo_charge": [-0.0426, -0.3857, -0.1802, -0.3105, -0.1044, -0.5260, 0.3639, 0.2502, 0.2574, 0.2846, 0.2535, 0.2694, 0.4259, 0.4444]}

{"formula": "C30H68N2O18P", "method": "ωB97M-V with the def2-TZVPD basis set", "de_lowest_kj_mol": 1342.8, "total_charge": -1, "e_lumo_ev": 1.79, "energy_ev": -81313.5758, "homo_lumo_gap_ev": 3.692, "species": ["N", "H", "H", "H", "H", "N", "H", "H", "H", "H", "P", "O", "O", "O", "O", "O", "C", "O", "C", "C", "C", "H", "H", "H", "H", "H", "H", "H", "H", "O", "C", "O", "C", "C", "C", "H", "H", "H", "H", "H", "H", "H", "H", "O", "C", "O", "C", "C", "C", "H", "H", "H", "H", "H", "H", "H", "H", "O", "C", "O", "C", "C", "C", "H", "H", "H", "H", "H", "H", "H", "H", "O", "C", "O", "C", "C", "C", "H", "H", "H", "H", "H", "H", "H", "H", "O", "C", "O", "C", "C", "C", "H", "H", "H", "H", "H", "H", "H", "H", "C", "C", "O", "C", "H", "H", "H", "H", "H", "H", "C", "C", "O", "C", "H", "H", "H", "H", "H", "H"], "positions_angstrom": [[22.361, 62.626, 43.763], [22.741, 61.913, 44.501], [22.831, 62.902, 42.925], [22.457, 63.513, 44.416], [21.310, 62.494, 43.545], [19.043, 65.071, 44.772], [18.570, 64.949, 43.996], [19.754, 64.322, 44.890], [18.587, 65.401, 45.571], [19.629, 65.729, 44.293], [20.320, 64.880, 42.474], [19.637, 66.063, 41.986], [21.417, 65.416, 43.474], [20.988, 63.968, 41.574], [19.502, 64.144, 43.510], [24.137, 61.731, 46.258], [24.842, 62.627, 46.738], [24.458, 63.873, 46.918], [23.184, 64.362, 46.323], [23.067, 65.854, 46.734], [26.298, 62.388, 46.988], [22.262, 63.872, 46.730], [23.196, 64.328, 45.280], [24.198, 66.443, 46.512], [22.971, 65.912, 47.812], [22.206, 66.253, 46.187], [26.381, 62.586, 48.024], [27.011, 63.095, 46.490], [26.731, 61.339, 46.965], [18.392, 62.657, 48.372], [19.377, 62.265, 47.831], [19.965, 61.064, 47.910], [19.547, 60.285, 48.992], [20.349, 59.024, 49.256], [20.175, 63.060, 46.799], [18.644, 59.675, 48.553], [19.429, 60.823, 49.901], [20.827, 58.377, 48.421], [19.987, 58.351, 49.823], [21.225, 59.469, 49.741], [19.991, 64.200, 47.035], [19.757, 62.926, 45.847], [21.234, 62.995, 46.776], [22.729, 68.952, 41.695], [22.419, 67.731, 41.495], [22.582, 66.998, 40.343], [22.053, 65.761, 40.187], [22.579, 65.232, 38.754], [21.800, 67.050, 42.629], [21.008, 65.532, 40.185], [22.218, 65.078, 40.970], [22.514, 64.288, 38.608], [23.719, 65.511, 38.861], [22.100, 65.787, 37.883], [21.739, 67.559, 43.583], [22.175, 66.056, 43.093], [20.970, 66.604, 42.171], [19.948, 58.817, 39.950], [20.808, 59.641, 40.022], [21.631, 59.806, 38.986], [21.999, 58.712, 38.067], [23.343, 58.872, 37.470], [21.101, 60.542, 41.200], [21.125, 58.938, 37.387], [21.906, 57.886, 38.497], [23.672, 58.042, 36.722], [24.077, 58.405, 38.303], [23.464, 59.846, 36.936], [22.042, 60.211, 41.604], [20.162, 60.511, 41.854], [21.207, 61.703, 40.868], [20.742, 60.180, 44.402], [19.554, 59.818, 44.594], [19.133, 58.684, 45.042], [19.932, 57.697, 45.561], [19.012, 56.524, 46.093], [18.591, 60.836, 44.154], [20.519, 58.244, 46.512], [20.611, 57.495, 44.746], [18.414, 56.036, 45.494], [18.536, 56.865, 47.072], [19.702, 55.714, 46.588], [19.050, 61.744, 43.961], [17.678, 61.133, 44.788], [18.229, 60.733, 43.118], [24.187, 60.397, 42.526], [25.389, 60.400, 42.240], [26.485, 60.441, 43.127], [26.294, 60.611, 44.462], [27.623, 60.734, 45.123], [25.774, 60.474, 40.866], [25.706, 59.853, 44.970], [25.531, 61.523, 44.564], [28.334, 61.552, 44.595], [28.291, 59.656, 44.970], [27.581, 60.965, 46.116], [25.311, 61.347, 40.167], [25.289, 59.529, 40.451], [26.881, 60.570, 40.401], [25.041, 63.265, 41.822], [25.864, 63.680, 43.110], [26.509, 62.881, 43.747], [25.829, 65.176, 43.452], [25.209, 63.640, 40.941], [24.013, 63.496, 42.259], [25.047, 62.248, 41.750], [26.374, 65.855, 42.875], [25.996, 65.187, 44.540], [24.767, 65.471, 43.135], [23.761, 61.189, 49.050], [24.099, 60.413, 47.767], [25.283, 60.119, 47.552], [23.047, 60.005, 46.686], [23.756, 62.215, 48.756], [24.542, 61.130, 49.760], [22.673, 60.960, 49.327], [23.556, 59.660, 45.781], [22.428, 60.933, 46.440], [22.350, 59.194, 46.882]], "forces_ev_per_angstrom": [[-1.7, 0.5, 4.8], [-0.4, 0.6, -2.7], [0.3, -0.7, -0.7], [-1.4, -1.6, -2.5], [1.8, 0.4, 0.3], [0.5, 7.4, 13.4], [-5.9, -0.9, -3.3], [-1.3, 0.8, 1.3], [-1.2, 2.0, 2.8], [0.9, 2.3, 1.4], [0.8, -2.3, 1.6], [-4.7, 0.9, -1.6], [-2.1, -8.9, 7.8], [1.2, -4.2, -2.5], [3.5, -12.2, -13.0], [1.2, 5.9, -1.2], [0.6, -1.2, -3.0], [-0.9, 0.4, -0.2], [-0.1, 1.5, 3.1], [3.6, 0.2, -0.8], [1.3, 0.1, 1.0], [2.0, 0.4, -0.4], [0.7, 0.0, -1.3], [-3.6, -1.6, 0.2], [-0.3, 0.1, 0.2], [0.5, 0.4, 0.1], [0.4, 0.7, 1.5], [-1.1, -0.4, 0.1], [-2.3, 2.3, 0.2], [-0.3, -0.4, 0.7], [1.6, 0.9, -2.1], [0.9, 0.0, 0.9], [-3.3, -4.9, -2.4], [6.5, 4.6, -4.5], [-1.6, 3.4, 2.2], [0.1, 2.2, 1.4], [-0.6, 0.6, 0.5], [-1.2, 1.7, 0.7], [-3.4, -4.2, 4.5], [0.5, -0.9, 0.3], [0.2, -2.1, -0.3], [-0.5, -0.7, -1.3], [0.1, -1.4, 0.2], [0.9, -2.3, -2.9], [-0.6, 3.0, 4.2], [0.7, 3.9, 0.0], [0.2, -2.4, -3.3], [2.2, 8.0, 2.3], [4.3, 7.2, -5.2], [-1.1, 1.7, -0.5], [1.9, -0.5, 0.5], [-0.7, -6.5, -0.7], [-1.9, -0.5, -0.9], [0.7, -0.5, 1.2], [-0.4, 0.9, -0.5], [2.6, 0.4, -1.2], [0.2, 2.0, -0.2], [-1.2, -1.1, 0.6], [0.4, 0.3, -0.3], [3.1, 0.8, 0.2], [-3.0, 7.9, -4.2], [2.6, -2.3, 0.2], [-2.0, 2.7, -1.2], [1.2, -1.4, -0.3], [-1.1, -7.1, 3.8], [-1.6, 1.3, 0.7], [-0.9, 2.4, -1.4], [0.6, -0.7, 1.1], [0.1, 0.0, 0.7], [1.8, -0.1, -0.6], [-0.2, -2.6, 0.7], [-1.6, -2.1, 1.3], [3.6, 3.0, -1.6], [-3.1, 0.7, 0.0], [1.4, 0.0, 3.0], [5.6, 2.2, 5.9], [-3.9, 0.3, 0.1], [-1.2, -1.9, -2.6], [0.7, -0.9, 0.3], [-3.2, -2.0, -3.5], [-0.1, -0.1, -1.6], [-0.8, 1.3, -1.3], [1.6, 1.9, 0.3], [1.2, -1.1, -0.7], [-0.2, -1.0, 0.3], [2.6, -0.4, 0.6], [-0.3, 0.8, 3.6], [-1.7, -1.4, -4.2], [-3.3, 1.7, 2.5], [4.7, -1.8, -4.5], [1.5, 0.1, -6.8], [0.1, -0.9, -0.3], [2.2, -2.3, 0.3], [-1.8, -1.8, 1.1], [-2.0, 2.9, 0.5], [0.8, -0.3, 1.3], [0.4, -2.2, 2.2], [0.8, 1.1, 0.0], [-2.2, -0.7, 2.1], [-2.0, 0.0, 7.9], [1.3, 1.3, -2.7], [-0.2, 1.8, -0.5], [-3.4, -2.1, 0.8], [1.0, 3.0, -4.5], [1.2, 0.4, -1.7], [0.0, -1.6, 0.0], [1.6, 0.6, -0.8], [0.0, 0.7, -0.4], [1.0, 0.0, 1.0], [-2.6, -0.8, -1.8], [1.5, -2.3, -0.5], [-1.7, -1.3, 1.7], [-1.8, -0.1, 0.5], [-0.3, 1.0, -0.1], [0.4, -0.7, 1.0], [1.8, 0.2, 0.2], [0.1, 0.4, 0.3], [0.3, -2.0, 0.5], [0.0, -0.2, 0.9]], "mulliken_charge": [3.7208, -0.3997, -0.7270, -1.5230, -0.3467, 0.0930, 0.5851, -0.4515, 0.1789, 0.1198, 0.1202, -0.8851, 0.0001, -0.3805, -0.5879, 0.9827, 0.4083, -0.3788, 2.0363, -1.6668, -2.0571, -0.5205, -0.4687, 0.2289, 0.4370, 0.2890, 0.6502, 0.3234, 0.2649, -0.5881, -0.0104, -0.0505, -0.1837, -1.1851, 0.8906, 0.1851, 0.4194, 0.1599, 0.6666, 0.2785, 0.4680, -0.0641, -0.2575, -0.7737, 0.0391, -0.3269, 1.3840, -1.6455, -0.1414, 0.4450, -0.8094, 0.6014, 0.2544, 0.2751, 0.1397, -0.2275, 0.2730, -0.6486, 0.2711, -0.1919, -0.6236, -0.8136, 0.9174, 0.2955, 0.5358, 0.3456, 0.0986, 0.2751, -0.1058, -0.4758, 0.0262, -0.2603, 0.8278, -0.4114, 0.4878, -1.4525, -1.4340, -0.4940, 0.3749, 0.5201, 0.2494, 0.3193, 0.2659, 0.3215, 0.3802, -0.4329, 0.2336, -0.2849, 1.1519, -1.3938, -0.6496, 0.3567, -0.6528, 0.1147, 0.2383, 0.3564, 0.2316, 0.2083, 0.2325, 1.0933, 0.7574, -0.4725, -0.8019, 1.3371, -0.6007, -1.9523, 0.4648, 0.2141, -0.1194, -1.0691, 0.9106, -0.6914, -0.5415, 0.2240, 0.5178, 0.0185, 0.2407, -0.2112, 0.1094]}